Computed, not measured: C12H14BF4IN2Pt as an isolated structure in a non-equilibrium geometry, with ωB97M-V with the def2-TZVPD basis set.

XYZ file:
```
35
Properties=species:S:1:pos:R:3:mulliken_charge:R:1
C 2.74 0.96 0.96 -0.287
C 1.95 2.07 1.50 -0.741
H 3.52 0.81 1.74 0.289
H 3.33 1.36 0.11 0.303
H 2.10 0.07 0.73 -0.311
H 0.96 1.63 1.79 0.172
H 2.30 2.54 2.41 0.430
H 1.74 2.85 0.79 0.191
C 0.36 -2.80 -0.46 -0.318
C 0.18 -3.92 -1.26 -0.440
C -1.03 -4.08 -1.96 -0.465
C -1.98 -3.03 -2.02 -0.397
H 1.27 -2.54 0.08 0.465
H 0.98 -4.67 -1.30 0.385
H -1.25 -5.02 -2.46 0.429
H -2.96 -3.10 -2.51 0.310
N -0.71 -1.96 -0.32 -0.206
C -1.68 -1.87 -1.29 0.432
C -2.45 -0.66 -1.15 0.411
N -2.00 0.12 -0.10 -0.311
C -2.32 1.44 -0.05 -0.311
C -4.22 0.93 -1.44 -0.479
C -3.49 1.86 -0.68 -0.413
H -1.62 2.10 0.48 0.451
H -3.84 2.89 -0.52 0.379
C -3.68 -0.33 -1.73 -0.372
H -4.21 -1.11 -2.29 0.308
H -5.22 1.19 -1.79 0.429
Pt -1.69 -1.35 1.29 0.706
I -1.00 -1.38 3.52 0.006
F 4.62 2.59 0.20 -0.419
B 4.79 3.03 1.56 0.582
F 4.69 1.84 2.44 -0.446
F 6.04 3.61 1.73 -0.363
F 3.77 3.95 1.96 -0.402
```

Properties
Relative energy (zero: lowest compared OMol25 entry of this formula, charge and spin) = 67.11 kcal per mole
E_HOMO (spin up / spin down) = -8.683 / -8.683 eV
2S+1 = 3
Orbital gap (spin up / spin down) = 5.775 / 4.923 eV
Largest force on an atom = 3.9 eV/A